109
Properties=species:S:1:pos:R:3 method="wB97M-V/def2-TZVPD" homo_energy_ev=-4.60 total_charge=-1 homo_lumo_gap_ev=6.192 e_lumo_ha=0.05844 total_energy_ev=-84983.0553
C 3.466 2.230 7.024
C 3.311 3.460 6.153
C 3.520 3.152 4.661
C 4.415 4.163 3.968
C 5.119 3.740 2.698
C 4.319 3.340 1.470
P 3.537 1.607 1.520
C 5.145 0.883 0.605
F 5.277 1.080 -0.729
F 5.288 -0.463 0.735
F 6.300 1.386 1.127
O 2.805 0.041 1.615
C 1.621 -0.060 0.865
C 1.782 -1.318 0.044
C 1.898 -2.569 0.898
C 0.593 -3.316 1.110
C -0.358 -2.687 2.102
O 0.366 -2.016 3.123
C 1.483 1.222 0.046
C 0.856 1.018 -1.312
C -0.524 0.370 -1.294
C -1.684 1.222 -0.779
C -1.900 1.294 0.696
N -3.152 2.032 1.024
C -4.195 1.237 1.651
C -5.573 1.387 0.990
C -5.553 1.886 -0.433
C -6.966 1.991 -1.003
C -2.869 3.250 1.621
S -2.618 3.553 3.184
S -2.873 4.523 0.373
C -1.193 5.222 0.413
C -1.214 6.727 0.426
C -1.898 7.310 1.634
O 2.777 1.738 -0.046
H 3.034 1.378 6.526
H 4.505 2.023 7.197
H 2.966 2.349 7.969
H 4.009 4.217 6.480
H 2.319 3.854 6.306
H 2.545 3.168 4.220
H 3.943 2.168 4.593
H 5.189 4.409 4.680
H 3.857 5.072 3.809
H 5.828 2.962 2.917
H 5.711 4.598 2.406
H 3.537 4.044 1.222
H 5.012 3.365 0.645
H 4.224 1.274 2.731
H 2.349 2.151 2.173
H 0.810 -0.171 1.566
H 1.009 -1.471 -0.690
H 2.704 -1.193 -0.497
H 2.350 -2.332 1.842
H 2.570 -3.238 0.387
H 0.840 -4.309 1.455
H 0.088 -3.417 0.166
H -0.950 -3.465 2.562
H -1.007 -1.998 1.583
H -0.192 -1.325 3.491
H 0.903 1.997 0.529
H 1.539 0.446 -1.922
H 0.728 1.984 -1.773
H -0.491 -0.579 -0.796
H -0.784 0.159 -2.318
H -1.605 2.222 -1.177
H -2.578 0.786 -1.195
H -1.073 1.787 1.159
H -1.952 0.303 1.118
H -4.299 1.472 2.698
H -3.918 0.201 1.603
H -6.070 0.435 1.035
H -6.142 2.101 1.571
H -5.072 2.843 -0.448
H -4.994 1.191 -1.029
H -7.056 1.424 -1.913
H -7.239 3.010 -1.212
H -7.683 1.588 -0.312
H -0.688 4.844 1.279
H -0.702 4.851 -0.464
H -0.192 7.053 0.384
H -1.722 7.086 -0.453
H -1.789 8.379 1.638
H -1.487 6.916 2.539
H -2.942 7.058 1.621
C 1.349 -6.398 -2.080
C 0.008 -6.518 -2.798
C -0.370 -5.242 -3.555
C -0.580 -4.116 -2.652
N -0.737 -3.225 -1.946
H 1.320 -5.623 -1.313
H 1.609 -7.337 -1.592
H 2.149 -6.151 -2.780
H -0.777 -6.760 -2.082
H 0.044 -7.339 -3.516
H -1.283 -5.407 -4.128
H 0.415 -4.976 -4.267
C -2.032 -5.766 -8.313
C -1.320 -7.079 -8.006
C -2.232 -8.103 -7.320
C -2.658 -7.655 -5.997
N -2.972 -7.302 -4.951
H -2.358 -5.269 -7.399
H -1.368 -5.084 -8.842
H -2.910 -5.934 -8.939
H -0.449 -6.889 -7.377
H -0.952 -7.522 -8.931
H -1.715 -9.056 -7.206
H -3.118 -8.292 -7.928